No. 1
68
Properties=species:S:1:pos:R:3:mulliken_spin:R:1 method="wB97M-V/def2-TZVPD" multiplicity=6 total_charge=+1 s2=8.770 e_lumo_ev="-1.950 / -3.676" de_lowest_kj_mol=0.0
H -0.92859 1.43911 -3.99589 0.000
C 0.43089 -2.21818 -5.57259 -0.002
H -2.75745 -0.45068 2.80325 0.004
C -1.91318 -1.90847 -6.45345 0.001
H -0.42444 -2.28844 -3.49666 0.009
H -2.93221 -2.16275 -1.51281 0.002
H -0.21240 -4.07912 0.71684 0.000
H -0.43772 -0.34341 -6.01162 0.000
H 0.51978 -4.60425 -0.84279 0.002
H 1.18146 -2.52264 -2.74613 0.011
H -2.88964 -3.09373 -3.74009 0.001
H -3.86249 1.62847 0.28292 0.004
H 2.66996 0.20260 -2.76360 0.003
H 1.83168 1.39938 -3.79036 0.000
H 1.74994 -0.10372 2.52059 0.002
C -1.41907 0.03953 1.22327 0.073
H -1.93669 0.56331 -2.80762 -0.008
C -1.15458 0.45422 -3.56689 0.040
H 1.56857 -3.88185 -6.20067 -0.001
H 2.13263 -0.25582 -4.41268 0.005
C 0.20689 -2.02404 -2.65361 0.027
H 0.15679 3.19257 -1.48946 0.003
P -0.59997 -2.48593 -1.02181 0.034
H -3.27710 1.40561 -1.37368 0.001
H -3.71673 -0.01247 -0.37564 0.003
C -0.77973 1.81838 -0.14073 0.088
C 1.88992 0.33443 -3.52401 0.011
C 0.67987 -0.06710 2.75443 -0.006
H -0.21478 -5.60983 -5.40021 0.000
C 1.55521 2.30633 0.89905 -0.009
H -1.52880 2.77876 -1.90427 0.001
H 0.34543 -1.07260 3.02692 0.002
C -0.60297 -1.41879 -5.90270 0.004
H -2.68198 -1.13651 -6.29165 0.001
C -3.25146 0.98104 -0.36421 0.010
H 1.51379 2.98576 1.76382 0.008
P 0.35275 -0.18935 -2.80761 0.031
H 1.29640 -3.31376 0.14427 0.002
C 0.04646 -4.67413 -4.88186 0.004
H 0.91531 -4.91175 -4.24763 0.001
H -2.41220 -3.83369 -1.87856 -0.001
C -1.09594 -4.25190 -4.00712 0.005
H -1.09616 -4.72789 -3.02659 -0.006
C -2.12966 -3.47684 -4.42463 0.002
C -2.31590 -3.00456 -1.17467 0.022
H -2.06827 -4.08821 -6.48883 0.000
C -0.09493 0.44721 1.59888 0.115
H -1.18366 3.87003 -0.54628 0.003
Fe -0.22311 -0.29319 -0.65685 4.067
H -0.05696 -3.83265 -6.89996 0.000
H -2.68102 -3.31903 -0.18670 0.000
C 0.34220 -3.75428 -0.17687 0.017
H -1.53811 -0.21480 -4.34543 0.009
H -3.53629 -3.24582 -5.97834 0.000
H 1.35294 -1.80409 -5.15414 0.000
F 1.60840 -0.75928 -0.41013 0.144
H -3.02234 -1.37611 1.31045 0.003
C 0.29737 1.53196 0.75999 0.084
H 1.73789 2.90996 0.00503 0.003
H 2.40520 1.63263 1.04834 0.002
H -1.63949 -1.75759 2.37201 0.002
H 0.55480 0.57731 3.64065 0.008
C -0.83620 2.97011 -1.07713 0.020
H -1.83761 -2.02516 -7.55051 0.000
C -2.25133 -0.94627 1.95837 0.015
C -2.43618 -3.24930 -5.87819 -0.001
C -1.86502 0.90754 0.15705 0.124
C 0.51113 -3.66279 -5.97022 0.001

***

No. 2
29
Properties=species:S:1:pos:R:3:nbo_charge:R:1 method="wB97M-V/def2-TZVPD" total_charge=0 e_lumo_ev=-0.242 de_lowest_kj_mol=775.0
H -0.50724 -1.66128 3.69058 0.232
H -1.43097 -2.84658 3.04659 0.216
C -0.40983 -2.46558 3.02004 -0.635
C -2.13119 0.36477 0.10405 -0.720
N 0.07835 0.43292 0.91118 -0.072
H 1.84600 0.50179 -1.99619 0.191
H -0.91266 0.20317 -2.09208 0.240
H -0.47217 2.76069 -1.45481 0.211
H -0.50833 2.16005 -3.15935 0.217
N -0.20419 -0.40223 1.92479 -0.470
C -0.23380 -1.76273 1.65712 0.150
C -0.77571 0.81687 -0.06227 0.327
H 2.14038 0.29670 0.68034 0.230
C -0.12729 -2.37272 0.44509 -0.156
C 1.37001 0.97508 1.00833 -0.410
C 1.10578 -0.08198 -1.58804 -0.198
H 1.40379 1.80908 0.44862 0.191
H -2.55154 -0.37102 -0.44579 0.242
H 0.41191 -3.17251 3.09709 0.223
H 2.13239 -1.96417 -1.57885 0.214
H -2.15087 -0.10053 1.15704 0.266
C 0.10578 -2.16675 -0.80872 -0.266
H -0.45284 -2.70023 -1.68469 0.202
H 1.46860 1.30429 2.01083 0.233
H -2.71171 1.23344 0.25174 0.235
H 0.94522 2.50015 -2.27608 0.207
C -0.02832 2.12780 -2.15965 -0.604
C 1.26873 -1.42741 -1.30094 -0.187
C -0.16423 0.73097 -1.50718 -0.307

***

No. 3
174
Properties=species:S:1:pos:R:3:mulliken_charge:R:1 method="wB97M-V/def2-TZVPD" total_charge=0 smiles=COCCNCCOC.COCCNCCOC.COCCNCCOC.COCCNCCOC.COCCNCCOC.COCCNCCOC.OCCO.OCCO.OCCO e_lumo_ev=0.268 de_lowest_kj_mol=357.5
H -0.44345 -3.66245 -1.49213 0.008
H 3.93003 7.51290 2.48788 0.387
H 3.64523 -1.44315 -3.67627 0.269
H 0.53494 -0.94128 -1.81596 0.076
O -0.50249 -4.32920 4.82833 -0.611
O 1.12997 -1.96246 -3.69157 -0.208
H -2.27699 -1.60120 -2.59494 0.166
H 0.63682 5.82092 0.39781 0.231
H -2.82265 -6.13272 -5.32829 0.150
H 1.57181 1.50960 3.21308 -0.607
H 3.49624 2.61465 7.14845 0.348
C -0.48805 3.37900 0.34748 -0.118
H 1.95373 5.15322 1.37432 -0.689
C 3.71329 1.73910 -2.38038 -0.681
O -4.05257 1.14811 -1.40501 0.051
C 2.70869 3.17710 6.62325 -0.738
C -2.85819 -3.74525 -3.80431 -0.004
H 5.68466 3.54556 -0.35792 0.420
H 1.45392 -6.46235 -0.87105 0.329
O -3.79392 -2.81134 -3.30250 -0.518
H 0.74916 3.06832 2.08828 -0.337
H -0.05254 -3.48751 2.17887 -0.525
C 6.14018 1.92967 2.56965 0.785
H 1.96411 0.67513 6.04096 0.534
C -1.64001 -6.82734 -7.00152 -0.445
H -0.18118 1.07041 -0.00928 -1.431
H 2.03372 -0.65671 -0.09015 0.322
H 2.75169 1.20743 -2.35537 0.043
H 0.04197 -0.60755 1.60547 0.301
H 2.29266 -0.04862 3.50173 0.296
H -0.44543 2.19628 4.12151 0.088
H 5.12856 1.92400 2.98222 -0.376
C -3.15602 1.86154 -2.24269 -0.399
C -3.30099 -1.52369 -2.96495 -0.550
C -0.51482 -4.54750 -0.85027 -0.535
H -1.32565 4.00755 0.02982 0.351
H -4.49199 2.91490 -4.92895 0.260
H -5.36558 0.99260 0.13933 0.412
H 1.50634 -4.49148 4.77679 0.410
H -7.90073 4.18106 -1.80102 0.371
H -7.36754 4.07309 -4.22545 0.557
O 6.68815 0.64719 2.86370 -0.440
C -5.49763 2.57407 -5.18552 -0.780
O 3.93448 -1.80353 -4.52182 -0.488
H -2.19716 -2.33577 4.51887 0.229
H 2.79482 3.21640 4.67822 0.116
H 3.80757 2.87263 1.82677 -0.347
C 3.23624 4.59236 6.37038 -0.752
O -0.27555 -5.71892 -1.60841 -0.292
H -1.69574 -4.62513 1.71995 -0.034
H -5.90547 3.27612 -5.92239 0.362
H 5.93529 0.50710 4.83526 0.138
O 0.64994 3.59854 -0.47489 -0.643
C -6.81437 3.43051 -3.52764 -0.549
C 5.48861 4.96978 5.69400 -1.073
H 6.76497 2.63889 3.12578 0.153
H -1.64955 -2.62299 -5.26536 0.350
H 5.92059 4.51074 6.58999 0.355
C -3.14450 -6.87827 -8.82439 -0.713
H -5.10423 3.55700 -1.45706 0.191
H 0.77494 -5.44731 3.58476 0.277
C 3.41953 6.75040 3.09001 -0.231
C -4.72479 1.74668 -0.30578 -0.665
H 4.47158 0.95095 -2.33862 0.399
C -0.60589 1.23738 4.61604 -0.546
H -5.82064 3.48602 0.18585 0.370
C 2.00944 -3.08401 -3.66689 -0.503
C 0.77756 -3.44579 2.89940 1.553
N 5.54178 3.44737 0.63797 -0.213
H 3.64857 5.79453 2.60584 0.043
H -3.65021 -7.56037 -9.50935 0.274
O 0.35446 0.22827 4.28657 -0.229
C 0.39364 -6.74792 -0.90749 -0.829
H -4.19860 -5.36277 0.65495 0.422
O -2.76672 -3.74157 3.09378 -0.331
H -1.52704 0.67942 4.46536 0.239
H -3.33225 -0.95128 -3.90531 0.402
H -0.80609 -4.27952 -6.28762 0.231
C -0.16629 3.61432 1.82266 -0.190
H 0.39692 -4.44454 -0.24212 0.659
N -1.52772 -4.66448 -5.69613 -0.146
C -2.38093 -5.71748 -6.23654 -0.342
H -2.30847 2.21727 -1.65153 0.014
C -2.28570 -3.50873 -5.18492 -0.765
H -3.19134 -5.24502 -6.80340 0.207
H -4.04389 -0.93696 -2.42956 0.234
H 0.41934 7.55262 2.28669 0.407
H 2.43412 5.22725 5.98646 0.165
C 1.65411 0.70775 3.95656 0.999
H -2.46665 -6.34149 -9.50028 0.312
C -7.62843 3.19751 -2.18769 -0.971
C 6.85439 0.48486 4.23996 -0.607
H -2.13095 -3.91142 -3.00728 -0.032
C 3.36784 2.41191 -0.14658 1.405
O 0.33358 -0.01505 -1.62623 -0.729
H 1.44835 -3.99806 -3.87773 0.246
H 0.75440 -2.36619 3.10292 -0.410
H -2.90726 1.24431 -3.10035 0.295
H 0.79356 -1.90237 -4.59111 0.124
H 0.80802 1.86687 -1.64797 -0.522
C -0.27422 0.03042 -0.32849 0.806
H 3.57931 1.36348 0.09275 0.285
H 7.32748 -0.47779 4.44331 0.310
C -1.84717 -4.47916 -0.15224 -0.469
H -3.52138 -1.82949 3.40943 0.325
O -6.43165 2.24767 -4.18266 -0.300
H 5.46470 6.05604 5.86030 0.405
H 1.85572 3.03352 7.29906 0.401
O -2.49598 -7.61208 -7.82021 -0.363
N -2.07728 -5.29822 1.05768 -0.268
H 7.36281 2.30735 0.82076 0.430
C 0.67250 -4.47194 4.07675 -0.618
H 2.53640 -3.17426 -2.71659 0.386
H 0.20845 -2.00433 0.39062 -0.275
C 4.10324 3.30709 0.87360 -0.538
O 3.90456 2.74056 -1.41429 -0.499
O 4.25252 4.40887 5.38413 -0.136
H 3.65521 5.05610 7.26455 0.580
N -6.88430 2.38969 -1.25074 -0.358
H -1.16622 -7.48604 -6.27977 0.281
H 0.12425 5.06734 3.21418 0.357
C 0.40339 -0.95808 0.63352 0.071
C 0.57613 2.93075 -1.74265 -0.165
H 3.66708 -3.83202 -4.90630 0.347
H -0.88032 -6.32622 -7.61180 0.361
C 1.37630 7.11143 2.00025 -0.849
H -0.53819 1.49429 5.67926 0.289
O 2.05179 7.00106 3.23680 -0.323
C -5.63497 2.93127 -0.73641 -0.368
C -3.47307 -5.30840 1.47692 -0.842
H -1.01952 3.14456 2.31586 0.586
H 3.65986 4.29258 0.71658 -0.188
N 2.25449 2.66568 5.33333 0.153
C 2.37990 1.21928 5.19128 -0.868
H 0.31024 -7.59173 -1.59411 0.257
H 1.95072 7.67211 1.25998 0.396
H -3.68014 -6.29339 1.90871 0.406
H 1.37310 3.37215 -2.33723 0.346
H -1.33669 -0.18127 -0.48530 0.421
C -3.08462 -2.65562 3.98188 -0.819
H -5.99801 4.09674 -3.22286 0.328
H -3.45579 -4.64630 -3.95386 0.254
H -3.88764 -6.17482 -8.44669 0.267
H -4.83063 -4.37835 2.85995 0.390
H 2.35809 -2.81072 1.90998 0.391
C -3.90425 -4.10663 2.34996 -0.598
H -2.08925 -3.42095 0.01964 0.303
C 6.29939 2.29193 1.08040 -0.741
H 2.62182 -2.80395 -5.73581 0.299
H -8.57679 2.74138 -2.47527 0.379
C 1.02621 5.74523 1.40890 0.777
H -2.53772 -4.79584 -0.94192 0.717
H 3.96306 6.72739 4.03316 -0.011
O 1.83602 -0.82295 0.84876 -0.599
H 6.11812 1.36878 0.49833 0.266
H -5.31814 1.71666 -5.84101 0.284
H -3.94452 2.20886 0.30582 0.148
H -3.91993 -2.93308 4.62995 0.366
H -6.72015 1.51494 -1.73761 0.291
H 6.21917 4.91097 4.88533 0.284
H 0.11224 -7.05822 0.09959 0.259
H -0.41271 3.11039 -2.16540 0.535
H -0.80421 2.33043 0.29488 0.488
C 3.07487 -2.92671 -4.74353 -0.385
H -4.09589 -3.30241 1.62874 0.343
H -3.08805 -3.33688 -5.91692 0.261
H 3.41837 0.87357 5.09855 -0.150
H -1.29793 -4.10830 4.33907 0.434
H 3.66486 2.19121 -3.37231 0.339
O 2.04781 -3.63549 2.29850 -0.691
H 7.55515 1.17607 4.72546 0.303
N 0.05695 5.01869 2.20927 -0.451
H -3.70631 2.72535 -2.63023 0.140
H 2.30173 2.64935 -0.06946 -0.375

***

Summary of total energy in Ha
-2946.9547 -537.9742 -3347.3876
(order as listed above)